No. 1
ORCA calculation (ωB97M-V/def2-TZVPD) on one molecule with the formula C23H32N4O4.

The calculation puts the HOMO energy at -0.3076 Ha. The value obtained for the HOMO-LUMO gap is 8.4053 eV. Its total energy is -1415.64894 Eh. The SMILES is CCN(CC)C(=O)Cn1cc(C(=O)C(=O)NCCCN2CCOCC2)c2ccccc21. For the lowest unoccupied orbital energy, the calculation gives 0.03 eV.

Geometry as XYZ:
```
63
Properties=species:S:1:pos:R:3:forces:R:3
C -2.655 -1.653 1.122 -0.1 -0.1 -0.2
C -3.560 -2.241 0.041 0.4 0.0 0.1
N -4.929 -1.779 0.133 -0.1 -0.2 0.1
C -5.740 -2.317 1.219 -0.3 0.2 0.2
C -5.943 -1.303 2.341 0.0 -0.1 -0.1
C -5.537 -0.910 -0.695 0.3 0.0 -0.4
O -6.719 -0.638 -0.600 -0.4 0.2 0.0
C -4.697 -0.241 -1.801 -0.6 -0.1 -0.1
N -3.584 0.507 -1.287 0.2 0.0 -0.1
C -2.291 0.336 -1.621 0.5 0.1 0.0
C -1.484 1.207 -0.909 -0.4 -0.1 0.0
C -0.054 1.310 -0.958 0.1 0.2 0.1
O 0.601 2.195 -0.422 -0.3 -0.2 -0.1
C 0.701 0.207 -1.717 0.5 0.0 -0.2
O 0.208 -0.851 -2.072 -0.2 -0.1 0.0
N 1.975 0.567 -1.923 0.2 0.4 0.1
C 2.979 -0.288 -2.502 0.0 -0.4 0.0
C 4.006 -0.752 -1.466 -0.1 0.3 -0.1
C 4.848 0.408 -0.931 0.0 -0.3 -0.1
N 6.026 -0.072 -0.229 0.0 0.1 0.0
C 7.039 0.960 -0.083 0.3 -0.1 0.1
C 8.283 0.351 0.563 0.0 0.3 -0.3
O 7.991 -0.200 1.825 0.0 0.1 0.2
C 6.991 -1.184 1.707 -0.4 -0.1 0.0
C 5.716 -0.618 1.083 0.3 -0.2 0.1
C -2.373 1.983 -0.082 -0.2 -0.2 -0.1
C -2.178 2.998 0.848 0.0 0.0 0.0
C -3.286 3.514 1.489 0.1 0.1 0.1
C -4.570 3.040 1.219 -0.1 0.0 0.0
C -4.789 2.032 0.301 -0.1 -0.1 0.0
C -3.677 1.508 -0.343 0.4 0.6 0.5
H -1.621 -1.903 0.900 0.1 0.0 0.0
H -2.746 -0.570 1.158 0.0 0.1 0.0
H -2.905 -2.054 2.101 0.0 0.0 0.1
H -3.154 -2.001 -0.940 -0.1 -0.1 0.0
H -3.568 -3.333 0.133 0.0 0.1 -0.1
H -5.248 -3.215 1.596 0.0 0.0 -0.1
H -6.716 -2.589 0.807 0.1 -0.1 0.1
H -4.992 -0.970 2.747 0.1 0.0 0.1
H -6.482 -0.441 1.960 0.0 0.1 0.0
H -6.528 -1.754 3.139 -0.1 0.0 0.1
H -4.336 -0.989 -2.511 0.0 0.1 0.1
H -5.387 0.431 -2.326 0.1 -0.2 0.1
H -1.987 -0.386 -2.354 0.0 -0.2 -0.1
H 2.253 1.447 -1.504 -0.2 -0.1 0.0
H 3.481 0.246 -3.315 0.0 -0.1 0.0
H 2.448 -1.151 -2.913 0.1 0.1 -0.1
H 4.676 -1.475 -1.932 0.0 0.0 0.0
H 3.477 -1.249 -0.653 0.0 -0.1 0.0
H 5.199 1.002 -1.780 0.0 0.0 0.0
H 4.235 1.062 -0.287 0.0 0.1 0.0
H 7.298 1.347 -1.071 0.0 0.0 0.0
H 6.680 1.796 0.544 0.0 0.0 -0.1
H 9.045 1.115 0.730 0.0 0.0 -0.1
H 8.684 -0.430 -0.101 0.0 0.1 0.0
H 6.797 -1.547 2.718 0.0 0.0 -0.1
H 7.357 -2.013 1.082 0.0 0.0 0.1
H 4.986 -1.421 0.976 0.0 0.0 0.1
H 5.298 0.158 1.749 0.0 0.0 0.0
H -1.184 3.362 1.050 0.1 0.0 0.0
H -3.162 4.304 2.214 0.0 0.1 0.1
H -5.412 3.472 1.740 -0.1 0.0 0.0
H -5.784 1.669 0.096 -0.1 0.0 0.0
```
Forces are in eV/Å.



No. 2
ORCA calculation (ωB97M-V/def2-TZVPD) on C43H44AsBrN4O7Zn as an isolated structure.

The calculation puts the HOMO energy at -0.2768 Ha. The value obtained for the HOMO-LUMO gap is 7.1645 eV. Its total energy is -8999.66522 Eh. For the lowest unoccupied orbital energy, the calculation gives -0.37 eV.

Geometry as XYZ:
```
101
Properties=species:S:1:pos:R:3:forces:R:3
Zn -0.994 1.474 1.960 -0.2 0.0 0.1
C 1.261 4.051 -4.519 0.0 0.0 0.0
C -0.232 4.301 -4.278 0.0 0.0 0.0
C -0.462 5.804 -4.060 0.0 0.0 0.0
C -0.999 3.875 -5.529 0.0 0.0 0.0
C -0.701 3.541 -3.036 0.0 0.0 0.0
C -0.088 3.775 -1.811 0.0 0.0 0.0
C -0.571 3.142 -0.687 0.0 0.0 0.0
Br 0.305 3.550 0.979 0.0 0.1 -0.1
C -1.661 2.247 -0.661 0.0 0.0 0.0
O -2.123 1.739 0.467 0.1 0.1 -0.1
C -2.239 1.961 -1.922 0.0 0.0 0.0
C -1.755 2.633 -3.044 0.1 0.0 0.0
C -3.433 1.010 -2.126 0.0 0.0 0.0
C -3.227 0.168 -3.396 -0.1 0.0 0.0
C -3.675 0.013 -0.986 0.0 -0.1 0.0
C -4.700 1.860 -2.298 0.0 0.0 0.0
H 1.597 4.610 -5.397 0.0 0.0 0.0
H 1.462 2.994 -4.687 0.0 0.0 0.0
H 1.867 4.372 -3.670 0.0 0.0 0.0
H -0.131 6.368 -4.935 0.0 0.0 0.0
H 0.093 6.170 -3.195 0.0 0.0 0.0
H -1.521 6.014 -3.894 0.0 0.0 0.0
H -0.639 4.446 -6.387 0.0 0.0 0.0
H -2.071 4.064 -5.432 0.0 0.0 0.0
H -0.853 2.816 -5.749 0.0 0.0 0.0
H 0.752 4.450 -1.724 0.0 0.0 0.0
H -2.243 2.440 -3.987 0.0 0.0 0.0
H -2.310 -0.420 -3.333 0.0 0.0 0.0
H -3.175 0.764 -4.306 0.0 0.0 0.0
H -4.064 -0.524 -3.513 0.0 0.0 0.0
H -2.777 -0.563 -0.758 0.0 0.0 0.0
H -4.455 -0.684 -1.301 0.0 0.0 0.0
H -3.988 0.499 -0.067 0.0 0.0 0.0
H -4.609 2.535 -3.152 0.0 0.0 0.0
H -4.880 2.466 -1.407 0.0 0.0 0.0
H -5.571 1.219 -2.459 0.0 0.0 0.0
C 4.068 -6.319 3.754 0.0 0.0 0.0
C 4.799 -5.599 2.820 0.0 0.0 0.0
C 4.395 -4.325 2.449 0.0 0.0 0.0
C 3.253 -3.750 3.003 0.0 0.0 0.0
C 2.530 -4.478 3.946 0.0 0.0 0.0
C 2.932 -5.754 4.316 0.0 0.0 0.0
As 2.791 -1.896 2.559 0.0 0.0 0.0
C 0.809 -2.114 2.565 0.0 0.0 0.0
C 0.351 -1.881 4.006 0.0 0.0 0.0
C -0.955 -1.990 4.190 0.0 0.0 0.0
C -1.679 -2.268 2.894 0.0 0.0 0.0
C -1.094 -3.520 2.280 0.0 0.0 0.0
C 0.213 -3.423 2.085 0.0 0.0 0.0
C 3.308 -1.950 0.675 0.0 0.0 0.0
C 2.904 -2.925 -0.237 0.0 0.0 0.0
C 3.319 -2.867 -1.556 0.0 0.0 0.0
C 4.164 -1.845 -1.980 0.0 0.0 0.0
C 4.590 -0.885 -1.077 0.0 0.0 0.0
C 4.158 -0.937 0.244 0.0 0.0 0.0
H 4.380 -7.315 4.041 0.0 0.0 0.0
H 5.686 -6.032 2.375 0.0 0.0 0.0
H 4.972 -3.780 1.711 0.0 0.0 0.0
H 1.636 -4.060 4.396 0.0 0.0 0.0
H 2.353 -6.307 5.045 0.0 0.0 0.0
H 1.055 -1.577 4.770 0.0 0.0 0.0
H -1.474 -1.827 5.125 0.0 0.0 0.0
H -2.762 -2.283 2.981 0.0 0.0 0.0
H -1.706 -4.365 1.996 0.0 0.0 0.0
H 0.815 -4.193 1.624 0.0 0.0 0.0
H 2.263 -3.738 0.081 0.0 0.0 0.0
H 2.988 -3.622 -2.259 0.0 0.0 0.0
H 4.484 -1.799 -3.013 0.0 0.0 0.0
H 5.243 -0.084 -1.400 0.0 0.0 0.0
H 4.474 -0.170 0.941 0.0 0.0 0.0
C -0.098 1.639 5.263 0.0 0.0 0.0
C -1.480 2.019 4.871 0.0 0.0 0.0
N -1.938 2.093 3.637 0.0 -0.1 0.0
C -3.250 2.514 3.701 0.0 0.0 0.0
C -3.589 2.699 4.999 0.0 0.0 0.0
N -2.458 2.381 5.726 0.0 0.0 0.0
H 0.307 0.954 4.517 0.0 0.0 0.0
H -0.086 1.154 6.239 0.0 0.0 0.0
H 0.540 2.524 5.309 0.0 0.0 0.0
H -3.835 2.644 2.807 0.0 0.0 0.0
H -4.503 3.014 5.467 0.0 0.0 0.0
H -2.365 2.419 6.725 0.0 0.0 0.0
O -1.370 -1.172 1.986 0.0 0.0 0.0
C 0.054 -0.953 1.796 -0.1 0.1 0.0
O 0.407 0.253 2.317 0.1 -0.1 0.0
C 0.236 -0.957 0.271 0.0 0.0 0.0
C -0.461 -1.833 -0.550 0.0 0.0 0.0
C -0.265 -1.786 -1.917 0.0 0.0 0.0
C 0.579 -0.881 -2.526 0.0 0.0 0.1
C 1.234 -0.005 -1.684 0.0 0.0 -0.1
C 1.078 -0.019 -0.311 0.0 0.0 0.0
N 2.162 0.973 -2.282 0.0 0.0 0.0
O 2.705 1.762 -1.538 0.0 0.1 0.0
O 2.344 0.914 -3.482 0.0 0.0 0.0
N -1.003 -2.739 -2.768 0.0 0.0 0.0
O -1.762 -3.513 -2.221 0.0 0.0 0.0
O -0.803 -2.695 -3.965 0.0 0.0 0.0
H -1.160 -2.544 -0.144 0.0 0.0 0.0
H 0.715 -0.851 -3.595 0.0 0.0 0.0
H 1.610 0.693 0.302 0.0 0.0 0.0
```
Forces are in eV/Å.



No. 3
ORCA calculation (ωB97M-V/def2-TZVPD) on a 2-piece molecular cluster, C5H14 overall.

The calculation puts the HOMO energy at -0.3963 Ha. The value obtained for the HOMO-LUMO gap is 11.8012 eV. Its total energy is -198.81584 Eh. The SMILES is CCC.CC. For the lowest unoccupied orbital energy, the calculation gives 1.02 eV.

Geometry as XYZ:
```
19
Properties=species:S:1:pos:R:3:forces:R:3
C -1.963 0.602 -1.781 -3.7 -0.6 1.2
C -2.224 1.145 -0.317 -0.8 -0.5 -2.3
C -2.141 0.061 0.686 -0.8 -3.6 0.3
H -2.986 0.734 -2.383 2.3 -0.8 1.1
H -1.689 -0.445 -1.592 0.2 0.3 -1.2
H -1.293 1.237 -2.245 1.8 0.6 -1.2
H -1.636 2.037 -0.248 0.0 0.5 0.8
H -3.292 1.269 -0.410 -0.2 1.5 0.6
H -1.984 0.225 1.734 -0.1 0.9 0.5
H -3.150 -0.503 0.604 1.5 0.7 0.4
H -1.416 -0.776 0.488 -0.2 0.9 -0.3
C 2.354 -1.144 0.457 0.1 -0.4 -1.6
C 3.495 -0.308 0.846 2.3 0.9 4.0
H 2.601 -1.440 -0.637 -1.1 -0.4 2.0
H 2.237 -1.879 1.256 0.1 -0.8 -1.0
H 1.438 -0.608 0.496 -1.0 0.6 -0.3
H 3.747 -0.430 2.020 -0.3 0.2 -2.6
H 3.529 0.758 0.736 -1.1 0.8 -0.3
H 4.373 -0.536 0.291 1.0 -0.9 -0.1
```
Forces are in eV/Å.



Number 1: maximum force 0.0158 hartree/bohr. Number 2: maximum force 0.0040 hartree/bohr. Number 3: maximum force 0.0915 hartree/bohr.